No. 1
{
  "formula": "C3H7NOS",
  "method": "ωB97M-V with the def2-TZVPD basis set",
  "elements": ["C", "C", "C", "H", "H", "H", "H", "H", "H", "H", "N", "O", "S"],
  "positions_angstrom": [[1.387459, -1.082007, 1.785394], [0.421416, -0.568564, 0.676500], [0.286329, -1.348806, -0.601280], [1.142233, -2.163248, 2.113654], [1.041184, -0.364800, 2.729385], [2.365096, -0.770512, 1.263569], [-0.862307, -1.768082, -0.706639], [1.150803, -2.324757, -0.363707], [0.655310, 0.758761, -1.300204], [-0.779752, 2.476787, 0.341172], [-0.162231, 0.581960, 0.848855], [0.608203, -0.481168, -1.750713], [-1.313362, 1.370484, -0.448575]],
  "forces_ev_per_angstrom": [[-2.179, 2.325, 0.972], [-1.636, 1.384, 0.226], [0.604, -1.716, -0.384], [0.990, 1.682, -1.000], [1.635, -1.833, -2.318], [-0.871, -1.164, 1.636], [2.959, 0.758, 0.212], [-2.690, 2.658, -1.608], [-0.600, -5.402, -1.796], [-1.618, -1.160, -1.745], [0.243, -1.582, -0.358], [0.192, 3.020, 3.115], [2.971, 1.030, 3.048]],
  "fmax_ha_per_bohr": 0.111,
  "total_energy_ha": -646.49838,
  "lumo_energy_ev": 0.300,
  "relative_energy_kj_mol": 560.8,
  "total_charge": 0,
  "gap_ev": 9.52
}



No. 2
{
  "formula": "C9H21ClCuN3O3",
  "method": "ωB97M-V with the def2-TZVPD basis set",
  "elements": ["Cu", "Cl", "C", "C", "O", "N", "C", "H", "H", "H", "H", "H", "H", "H", "C", "C", "O", "N", "C", "H", "H", "H", "H", "H", "H", "H", "C", "C", "O", "N", "C", "H", "H", "H", "H", "H", "H", "H"],
  "positions_angstrom": [[0.013323, -1.234626, -2.896962], [0.223783, -0.257356, -1.116622], [-2.854217, -0.220756, -1.712122], [-2.841947, -1.357576, -0.737322], [-3.827067, -2.086546, -0.639332], [-1.715197, -1.562346, -0.091202], [-1.460027, -2.649616, 0.868448], [-3.865187, -0.091196, -2.098442], [-2.160797, -0.372136, -2.539382], [-2.618577, 0.636224, -1.081132], [-0.980247, -0.886536, -0.243602], [-2.330007, -3.235886, 1.164288], [-1.156137, -2.284876, 1.849628], [-0.642147, -3.293836, 0.545688], [-1.992127, -0.060966, 1.742208], [-0.585417, -0.311726, 2.216258], [-0.375737, -0.621276, 3.358868], [0.371123, -0.324106, 1.311718], [1.747063, -0.840076, 1.486578], [-2.710917, -0.711876, 2.239938], [-2.133707, 0.019484, 0.664438], [-2.223387, 0.939714, 2.107258], [0.130603, -0.081666, 0.361208], [1.975373, -1.649026, 0.792628], [1.831213, -1.166506, 2.523148], [2.460483, -0.018206, 1.425998], [3.052343, 2.172584, -2.748362], [2.945573, 2.208784, -1.225782], [4.005843, 2.420044, -0.608212], [1.830323, 1.741594, -0.663262], [1.510993, 1.772964, 0.734028], [3.106043, 3.226414, -3.021592], [2.120283, 1.712934, -3.077132], [3.879803, 1.595974, -3.161782], [1.037443, 1.338884, -1.142092], [1.371153, 0.753584, 1.093768], [0.659213, 2.399984, 0.997478], [2.200863, 2.379534, 1.320768]],
  "forces_ev_per_angstrom": [[-0.182, -0.679, -1.149], [2.205, 0.033, -7.175], [-0.665, 0.463, 0.531], [-1.779, -2.226, -1.299], [-0.057, 0.197, 0.264], [0.199, -3.761, 0.263], [-0.149, 0.066, 0.492], [0.140, -0.152, 0.040], [0.032, 0.312, 0.086], [0.335, 0.619, -0.719], [-1.645, -1.626, 0.519], [-0.233, 0.014, -0.967], [0.164, 0.132, -0.314], [-0.168, -0.114, -0.307], [-0.515, 3.058, 0.757], [-0.910, -0.816, 0.414], [0.128, -0.169, 2.160], [0.569, -2.546, 1.086], [-0.605, -1.071, 1.464], [0.239, -0.144, -0.295], [-0.084, 0.698, 1.667], [-0.125, 0.233, 0.456], [0.068, 0.296, 3.341], [-0.080, 0.098, 0.017], [-0.193, -0.389, -0.097], [0.474, -0.814, -0.269], [-1.433, 0.178, 0.653], [3.535, -1.500, -0.046], [-1.572, 0.560, -0.050], [-0.543, 1.653, 0.424], [0.994, 2.431, 1.006], [0.010, -0.164, -0.538], [-0.123, 0.256, -0.670], [0.141, 0.236, 0.533], [1.208, 1.408, -0.933], [0.564, 4.057, -0.318], [-0.969, -0.254, -0.753], [1.027, -0.572, -0.273]],
  "fmax_ha_per_bohr": 0.146,
  "total_energy_ha": -2845.93088,
  "lumo_energy_ev": -2.574,
  "relative_energy_kj_mol": 784.3,
  "total_charge": 0,
  "gap_ev": 6.20
}



No. 3
{
  "formula": "ClF2HNO5PS2",
  "method": "ωB97M-V with the def2-TZVPD basis set",
  "elements": ["O", "S", "O", "F", "N", "P", "O", "Cl", "S", "O", "O", "F", "H"],
  "positions_angstrom": [[1.927424, 0.229644, 1.595804], [1.466603, -0.517414, 0.318846], [1.358285, -2.079790, 0.517578], [2.695961, -0.325700, -0.911120], [-0.020092, 0.071247, -0.382508], [-1.469557, -0.708951, 0.302895], [-1.570604, -2.254350, -0.567492], [-1.232542, -1.254615, 2.341500], [-0.125261, 1.813514, -0.400475], [1.252558, 2.500848, -0.739541], [-0.756428, 2.449322, 0.860875], [-1.168187, 2.227004, -1.737978], [-2.358161, -2.150759, -1.198386]],
  "forces_ev_per_angstrom": [[-2.208, -2.221, -5.882], [4.869, -4.039, 4.448], [-0.285, 6.942, -1.703], [-3.197, -0.026, 2.501], [1.560, 0.169, 0.691], [-2.704, -2.422, -0.675], [-0.478, 2.972, 0.796], [0.489, 0.260, -1.983], [2.608, 8.116, 2.071], [-5.833, -4.193, 0.729], [1.569, -3.657, -5.131], [2.094, -1.863, 2.852], [1.518, -0.038, 1.286]],
  "fmax_ha_per_bohr": 0.171,
  "total_energy_ha": -2229.05329,
  "lumo_energy_ev": -2.461,
  "smiles": "O=S(=O)(F)N(P(O)Cl)S(=O)(=O)F",
  "total_charge": 0,
  "gap_ev": 8.69
}



No. 4
{
  "formula": "C9H13NO3",
  "method": "ωB97M-V with the def2-TZVPD basis set",
  "elements": ["C", "C", "C", "C", "C", "C", "C", "C", "C", "N", "O", "O", "O", "H", "H", "H", "H", "H", "H", "H", "H", "H", "H", "H", "H", "H"],
  "positions_angstrom": [[2.094089, 0.340666, -1.841959], [2.471227, 0.783505, -0.555517], [1.039713, -0.593912, -1.639303], [1.703657, 0.093922, 0.372468], [2.180668, -2.753401, -3.646700], [2.538233, 1.266359, 2.455202], [-4.376855, 0.612017, 0.010923], [0.363116, -0.982901, 2.727034], [1.869057, 0.178997, 1.739982], [-5.745543, 0.895762, -0.424328], [2.378897, -1.870498, -4.342794], [1.980650, -3.636958, -2.947488], [0.814360, -0.713236, -0.335396], [2.399969, 0.709089, -2.742229], [3.368091, 1.301361, -0.386705], [0.358257, -1.136469, -2.379026], [2.060022, 2.267427, 2.348985], [2.427277, 1.147936, 3.560004], [3.587329, 1.232059, 2.044616], [-4.337775, -0.383269, 0.170554], [-3.681124, 0.780242, -0.822018], [-4.097174, 1.040807, 0.992683], [0.350578, -1.898153, 2.169498], [0.728635, -0.896738, 3.782720], [-5.971588, 1.844529, -0.354607], [-6.503765, 0.370860, 0.043400]],
  "forces_ev_per_angstrom": [[-2.805, -2.033, 2.317], [-0.427, -1.238, -1.389], [1.164, 1.461, -1.866], [0.492, 0.465, -0.742], [0.015, -0.276, 0.293], [0.247, 0.363, 0.631], [-0.771, 2.134, -0.165], [4.678, 3.158, -0.864], [-5.288, -3.207, 1.854], [-0.422, -1.411, -0.016], [0.339, 1.541, -1.317], [-0.299, -1.300, 0.979], [-0.154, -0.383, 1.762], [0.939, 0.642, -2.213], [0.664, 0.965, 0.511], [1.094, 0.900, 1.521], [0.410, -0.501, -0.718], [0.834, -0.398, -0.799], [-0.690, 0.615, 1.020], [0.244, -3.507, 0.490], [-0.006, 0.525, 0.528], [0.197, 0.365, -0.682], [-0.391, -0.415, -0.019], [-0.834, -0.359, -0.961], [-0.320, 1.552, 0.052], [1.090, 0.339, -0.207]],
  "fmax_ha_per_bohr": 0.126,
  "total_energy_ha": -630.97529,
  "lumo_energy_ev": [-0.340, -0.268],
  "relative_energy_kj_mol": 680.5,
  "total_charge": 0,
  "gap_ev": [6.67, 8.69]
}



No. 5
{
  "formula": "C16H19N3O3",
  "method": "ωB97M-V with the def2-TZVPD basis set",
  "elements": ["O", "C", "C", "C", "C", "C", "C", "C", "N", "C", "N", "C", "C", "O", "C", "C", "N", "C", "C", "C", "C", "O", "H", "H", "H", "H", "H", "H", "H", "H", "H", "H", "H", "H", "H", "H", "H", "H", "H", "H", "H"],
  "positions_angstrom": [[-2.287134, 1.270877, 1.929053], [-1.055787, 1.303499, 2.073780], [-0.305923, 2.527023, 2.375335], [-0.946398, 3.746119, 2.425597], [-0.198920, 4.924461, 2.670750], [1.166651, 4.863517, 2.884963], [1.799875, 3.631439, 2.756184], [1.049667, 2.449229, 2.550498], [1.683657, 1.235216, 2.381893], [1.019938, 0.138090, 2.127989], [-0.380666, 0.094134, 1.958433], [-1.040129, -1.168369, 1.667362], [-0.917770, -1.613586, 0.192758], [-1.457988, -2.888364, 0.064752], [-1.515720, -0.640073, -0.827211], [-0.597405, -0.791081, -2.021399], [-1.159437, -1.832587, -2.896895], [-0.256117, -2.301410, -3.980246], [0.947672, -2.917662, -3.283359], [1.664099, -1.930298, -2.354346], [0.733445, -1.198776, -1.385874], [0.428423, -1.927170, -0.176032], [-2.026559, 3.768033, 2.210099], [-0.704614, 5.877808, 2.785184], [1.767971, 5.753615, 3.065807], [2.876240, 3.609858, 2.809235], [1.549304, -0.800108, 2.039652], [-0.576326, -1.960446, 2.267581], [-2.066517, -1.216572, 2.018593], [-0.668674, -3.473101, 0.039159], [-1.438731, 0.405008, -0.478224], [-2.570539, -0.883230, -1.022445], [-0.535854, 0.137064, -2.625125], [-1.505075, -2.643280, -2.367714], [0.049943, -1.496012, -4.653407], [-0.728719, -3.064795, -4.610590], [0.608925, -3.808444, -2.746420], [1.668259, -3.313752, -4.039415], [2.494291, -2.388303, -1.782713], [2.185624, -1.206304, -3.005607], [1.247018, -0.271268, -1.037638]],
  "forces_ev_per_angstrom": [[1.247, 0.514, 0.111], [-2.966, -0.882, -0.264], [-0.646, -0.429, -0.146], [-0.346, 1.748, -0.088], [-1.453, -0.736, 0.322], [0.511, -0.916, -0.486], [-0.215, 0.009, 0.276], [1.238, 0.300, -0.536], [0.302, -2.174, -0.045], [-0.410, 2.134, 0.317], [2.163, 0.713, 0.389], [0.571, -0.880, 0.048], [0.183, -0.495, 0.167], [-1.245, -1.344, 0.301], [0.350, 0.603, 0.489], [-0.677, -0.990, -0.901], [-0.376, -0.161, -1.062], [0.077, -0.201, 1.324], [1.060, -0.752, -0.719], [0.392, -0.215, 0.074], [1.018, 1.538, -0.031], [0.547, 1.594, -0.505], [0.634, 0.113, 0.294], [-0.084, -0.133, -0.236], [-0.260, -0.167, -0.016], [0.128, -0.392, 0.095], [-0.052, -0.071, -0.089], [0.350, 0.189, -0.121], [-0.180, 0.655, -0.386], [-0.849, 0.444, 0.053], [-0.209, -0.512, 0.146], [0.446, 0.115, 0.003], [0.246, -0.437, 0.390], [0.309, 0.615, -0.169], [-0.164, 0.256, 0.240], [-0.241, 0.257, 0.277], [-0.062, 0.082, 0.169], [-0.280, 0.334, 0.485], [-0.507, -0.071, -0.199], [-0.412, 0.121, 0.345], [-0.138, -0.379, -0.315]],
  "fmax_ha_per_bohr": 0.060,
  "total_energy_ha": -1011.10346,
  "lumo_energy_ev": 0.459,
  "smiles": "O=c1c2ccccc2ncn1C[C@@]1(O)C[C@@H]2NCCC[C@@H]2O1",
  "relative_energy_kj_mol": 188.8,
  "total_charge": 0,
  "gap_ev": 9.07
}



No. 6
{
  "formula": "C4H7NO2S",
  "method": "ωB97M-V with the def2-TZVPD basis set",
  "elements": ["O", "C", "O", "N", "C", "C", "C", "S", "H", "H", "H", "H", "H", "H", "H"],
  "positions_angstrom": [[2.943468, -1.080795, 0.743783], [1.974446, -1.864188, 0.713320], [2.002033, -3.131576, 0.733451], [0.636538, -1.336845, 0.644164], [0.465406, 0.089441, 0.380674], [-0.990443, 0.616303, 0.340344], [-1.129910, 1.808312, -0.606020], [-2.834906, 2.124630, -1.273577], [0.012324, -1.946479, 0.134419], [0.903486, 0.307072, -0.604051], [1.007797, 0.670598, 1.123015], [-1.682764, -0.186595, 0.063915], [-1.404881, 0.977680, 1.286674], [-0.568840, 1.609507, -1.526737], [-0.783296, 2.782578, -0.249380]],
  "forces_ev_per_angstrom": [[-0.153, 0.399, 0.169], [-0.404, -1.172, -0.210], [0.096, 0.270, -0.061], [0.096, 0.778, 0.564], [-0.348, 0.031, -0.323], [-0.041, 0.145, 0.076], [-0.700, -0.049, -1.607], [-0.133, 0.005, 0.361], [0.130, 0.063, 0.129], [0.084, 0.287, 0.130], [0.335, -0.154, -0.012], [0.087, 0.136, -0.430], [0.414, -0.308, 0.409], [0.276, -0.058, 0.278], [0.262, -0.372, 0.527]],
  "fmax_ha_per_bohr": 0.034,
  "total_energy_ha": -760.05228,
  "lumo_energy_ev": 5.927,
  "smiles": "O=C([O-])NCCC[S-]",
  "relative_energy_kj_mol": 28.2,
  "total_charge": -2,
  "gap_ev": 5.90
}



No. 7
{
  "formula": "C4H7NO2",
  "method": "ωB97M-V with the def2-TZVPD basis set",
  "elements": ["O", "N", "C", "C", "C", "C", "O", "H", "H", "H", "H", "H", "H", "H"],
  "positions_angstrom": [[2.304200, 1.278074, 0.001138], [1.960414, 0.024074, -0.479838], [0.711780, -0.193957, -0.455087], [-0.115389, -1.445729, -0.641064], [-1.233992, -0.726378, 0.170817], [-0.457571, 0.612825, 0.064476], [-0.177166, 1.324852, 1.266428], [1.590529, 1.536598, 0.620500], [0.304126, -2.348832, -0.189643], [-0.384474, -1.662932, -1.679342], [-1.271752, -1.058693, 1.210859], [-2.238905, -0.744342, -0.258572], [-0.871205, 1.287389, -0.696129], [-0.495660, 2.232043, 1.185366]],
  "forces_ev_per_angstrom": [[0.019, 0.278, 0.181], [-0.529, -0.431, -0.054], [0.445, 0.088, 0.002], [0.052, -0.127, -0.090], [-0.172, -0.025, 0.117], [-0.017, 0.008, -0.132], [-0.208, 0.158, 0.012], [0.283, 0.032, -0.199], [-0.070, 0.158, -0.083], [0.036, 0.098, 0.142], [0.018, 0.033, -0.130], [0.157, 0.045, 0.098], [0.066, -0.125, 0.073], [-0.081, -0.189, 0.063]],
  "fmax_ha_per_bohr": 0.013,
  "total_energy_ha": -361.75187,
  "lumo_energy_ev": 0.465,
  "smiles": "O/N=C1/CC[C@H]1O",
  "relative_energy_kj_mol": 338.6,
  "total_charge": 0,
  "gap_ev": 9.84
}



No. 8
{
  "formula": "C3H9OPS2",
  "method": "ωB97M-V with the def2-TZVPD basis set",
  "elements": ["C", "C", "C", "S", "P", "O", "S", "H", "H", "H", "H", "H", "H", "H", "H", "H"],
  "positions_angstrom": [[1.247186, -1.118016, -0.101493], [1.638361, 0.130852, 0.590533], [0.975515, 1.512340, 0.077319], [-0.747710, 1.626973, 0.422049], [-1.916995, -0.043037, -0.887055], [-3.352154, 0.592590, -0.520121], [-2.142785, -1.522427, 0.552196], [0.271290, -1.519126, 0.196280], [1.016094, -1.083064, -1.202659], [2.011547, -1.951998, 0.095124], [2.760662, 0.388226, 0.425181], [1.436943, 0.017538, 1.639010], [1.440233, 2.292230, 0.543150], [1.157751, 1.558092, -0.930105], [-3.537351, 1.564366, -0.628853], [-2.258592, -2.445542, -0.270552]],
  "forces_ev_per_angstrom": [[-0.283, -2.421, -1.421], [1.636, 3.093, -1.003], [-0.489, -4.614, 1.196], [-2.128, -1.171, -0.669], [1.319, 1.702, 0.966], [-1.354, 1.939, -0.205], [0.220, 1.824, 2.744], [0.537, 0.191, 0.719], [1.047, 0.444, 0.620], [-1.059, 1.172, -0.440], [-1.590, -0.851, 0.503], [0.132, 0.150, 0.630], [1.162, 2.159, 1.361], [0.428, 0.304, -2.615], [0.650, -1.364, -0.093], [-0.227, -2.558, -2.295]],
  "fmax_ha_per_bohr": 0.093,
  "total_energy_ha": -1332.65639,
  "lumo_energy_ev": 0.291,
  "smiles": "CCCSP(O)S",
  "relative_energy_kj_mol": 241.5,
  "total_charge": 0,
  "gap_ev": 8.86
}